No. 1
Molecular formula: C2H8N3
Method: DFT, ωB97M-V/def2-TZVPD

Summary:
- Relative energy (zero: lowest compared OMol25 entry of this formula, charge and spin): 386.0 kJ/mol
- HOMO: -14.481 eV
- Charge: +1
- SMILES string: C[N@H+]1N[C@@H]1N

Atoms and positions in Å:
N1 0.088 -0.564 0.362
N2 1.238 0.893 -1.426
N3 -0.366 -0.784 -1.016
C1 0.036 0.603 -0.987
C2 -0.790 -0.369 1.507
H1 1.952 0.154 -1.810
H2 1.044 -0.991 0.579
H3 -0.106 0.137 2.201
H4 -1.321 -1.168 -1.003
H5 -0.572 1.558 -0.569
H6 -1.734 0.129 1.351
H7 1.581 1.753 -1.177
H8 -1.051 -1.351 1.987



No. 2
Molecular formula: C39H42Cl2N3S2Sb2TeZr
Method: DFT, ωB97M-V/def2-TZVPD

Summary:
- Relative energy (zero: lowest compared OMol25 entry of this formula, charge and spin): 50.1 kJ/mol
- HOMO: -15.415 eV
- Charge: +3

Atoms and positions in Å:
Te1 1.041 0.948 -2.936
Sb1 0.506 0.074 2.910
Sb2 1.075 -3.035 0.888
Zr1 0.037 -0.301 -0.160
Cl1 2.105 1.532 0.181
Cl2 -2.318 4.610 -0.438
S1 -1.100 1.803 0.281
S2 -2.213 -1.033 0.904
N1 -0.933 -1.727 -1.864
N2 -3.128 -0.840 -1.676
N3 -4.296 0.290 -0.253
C1 -0.334 2.435 -3.491
C2 2.464 -3.553 2.467
C3 -1.328 0.120 3.976
C4 -0.060 3.127 -0.255
C5 4.056 -0.377 3.809
C6 0.213 -2.210 -6.556
C7 -1.860 -3.637 -3.680
C8 -4.761 0.884 1.004
C9 -4.181 -0.263 -2.380
C10 5.673 -1.559 2.491
C11 0.177 5.421 -1.004
C12 1.673 -1.230 -4.914
C13 1.462 -2.127 -5.953
C14 5.334 -0.468 3.280
C15 2.145 4.060 -0.758
C16 1.550 5.266 -1.099
C17 1.187 -4.836 -0.248
C18 -4.896 0.445 -1.489
C19 -0.826 -1.394 -6.125
C20 -1.691 2.339 -3.208
C21 1.719 -1.195 4.142
C22 0.172 3.507 -4.216
C23 -0.107 -2.612 -2.454
C24 4.730 -2.543 2.244
C25 1.291 1.987 3.388
C26 -2.057 4.398 -4.397
C27 -2.728 -2.727 -3.100
C28 -3.227 -0.500 -0.368
C29 -0.699 4.491 -4.668
C30 3.439 -2.458 2.767
C31 -2.224 -1.790 -2.220
C32 3.093 -1.357 3.560
C33 -0.629 -0.502 -5.078
C34 -0.620 4.366 -0.586
C35 0.621 -0.430 -4.476
C36 -0.518 -3.570 -3.355
C37 2.471 -1.757 -0.206
C38 -2.552 3.324 -3.667
C39 1.327 3.032 -0.334
H1 -1.996 0.827 3.489
H2 -3.611 3.261 -3.451
H3 1.758 -0.699 5.114
H4 5.008 -3.413 1.657
H5 -5.781 1.046 -1.624
H6 1.156 -5.660 0.465
H7 6.674 -1.657 2.092
H8 -2.073 1.517 -2.621
H9 -5.104 0.105 1.680
H10 0.739 2.752 2.845
H11 0.940 -2.540 -2.197
H12 3.219 3.931 -0.799
H13 2.167 6.095 -1.420
H14 6.069 0.293 3.505
H15 1.176 2.151 4.459
H16 -0.313 5.326 -5.239
H17 -1.429 0.161 -4.772
H18 1.865 -3.856 3.324
H19 0.059 -2.889 -7.386
H20 2.344 2.036 3.123
H21 -3.946 1.441 1.462
H22 3.173 -2.419 -0.716
H23 -5.582 1.558 0.782
H24 -2.231 -4.384 -4.371
H25 0.207 -4.243 -3.793
H26 -1.129 0.446 4.994
H27 3.806 0.455 4.460
H28 0.342 -4.928 -0.925
H29 -1.787 -0.866 3.993
H30 -0.289 6.367 -1.246
H31 2.663 -1.133 -4.481
H32 2.282 -2.735 -6.314
H33 1.229 3.576 -4.440
H34 -1.787 -1.434 -6.624
H35 2.138 -1.111 -1.043
H36 -2.732 5.164 -4.756
H37 2.974 -4.438 2.087
H38 -3.789 -2.753 -3.309
H39 3.053 -1.154 0.491
H40 -4.302 -0.389 -3.443
H41 2.125 -4.885 -0.800
H42 1.184 -2.133 4.280



No. 3
Molecular formula: C2H9N2PS
Method: DFT, ωB97M-V/def2-TZVPD

Summary:
- Relative energy (zero: lowest compared OMol25 entry of this formula, charge and spin): 21.1 kJ/mol
- HOMO: -8.455 eV
- Charge: 0
- SMILES string: CP(C)(=S)NN

Atoms and positions in Å:
S1 -0.177 -1.856 1.941
P1 -0.179 -0.533 0.466
N1 2.352 -0.050 0.200
N2 1.251 -0.430 -0.631
C1 -0.630 1.251 1.087
C2 -1.585 -0.756 -0.701
H1 -0.238 1.892 0.233
H2 2.702 -0.687 0.934
H3 -1.326 -1.331 -1.550
H4 -2.231 -1.356 -0.229
H5 -1.922 0.187 -0.946
H6 3.123 0.293 -0.314
H7 0.040 1.502 1.902
H8 -1.619 1.053 1.310
H9 1.267 -1.299 -1.073



No. 4
Molecular formula: C3H10NS2
Method: DFT, ωB97M-V/def2-TZVPD

Summary:
- Relative energy (zero: lowest compared OMol25 entry of this formula, charge and spin): 285.6 kJ/mol
- HOMO: -12.393 eV
- Charge: +1

Atoms and positions in Å:
S1 -2.846 -1.555 2.512
S2 1.612 -0.299 -0.319
N1 -2.325 -0.217 -0.617
C1 -1.414 -1.072 -0.185
C2 2.097 1.232 -0.813
C3 3.524 1.553 -1.118
H1 -0.671 -0.650 0.553
H2 -2.160 -1.721 3.668
H3 -3.935 -2.256 2.929
H4 1.374 1.976 -0.823
H5 4.239 0.695 -0.966
H6 -2.537 0.700 -0.061
H7 3.340 1.844 -2.086
H8 -1.374 -2.072 -0.604
H9 3.805 2.419 -0.619
H10 -2.728 -0.577 -1.452



No. 5
Molecular formula: C4H7I
Method: DFT, ωB97M-V/def2-TZVPD

Summary:
- Relative energy (zero: lowest compared OMol25 entry of this formula, charge and spin): 225.0 kJ/mol
- HOMO (spin up / spin down): -7.969 / -7.868 eV
- Charge: 0
- SMILES string: C/C=C(/C)I

Atoms and positions in Å:
I1 -2.468 0.283 -0.126
C1 0.613 1.989 0.037
C2 -0.523 -0.611 -0.246
C3 -0.409 -2.035 -0.035
C4 0.741 0.523 0.002
H1 -0.432 2.248 -0.470
H2 -0.938 -2.595 -0.943
H3 1.462 2.557 -0.332
H4 0.584 -2.333 0.174
H5 0.599 2.346 1.094
H6 1.799 0.021 0.054
H7 -1.026 -2.392 0.789



No. 6
Molecular formula: C4H5NO2
Method: DFT, ωB97M-V/def2-TZVPD

Summary:
- Relative energy (zero: lowest compared OMol25 entry of this formula, charge and spin): 219.7 kJ/mol
- HOMO: -9.302 eV
- Charge: 0

Atoms and positions in Å:
O1 -0.579 0.635 1.687
O2 -1.356 -1.521 1.478
N1 0.722 -1.292 -0.854
C1 -0.211 1.171 -0.631
C2 0.009 -0.261 -0.198
C3 -0.842 -0.547 1.024
C4 0.397 0.929 0.688
H1 -1.211 1.559 -0.788
H2 0.470 -1.410 -1.828
H3 0.597 -2.179 -0.371
H4 0.574 1.729 -1.112
H5 1.404 1.198 0.976



No. 7
Molecular formula: C62H72INO4
Method: DFT, ωB97M-V/def2-TZVPD

Summary:
- HOMO: -9.073 eV
- Charge: 0
- SMILES string: COCCCCCCCCCc1cc(CCCI)cc2c1C(=O)C(N(C)C(C)=O)=CC2=O.c1ccccc1.c1ccccc1.c1ccccc1.c1ccccc1.c1ccccc1.c1ccccc1

Atoms and positions in Å:
I1 -1.349 -6.379 -0.575
O1 -6.986 1.301 -2.755
O2 6.771 -2.007 0.634
O3 -2.628 1.332 -1.377
O4 -4.548 -2.910 0.342
N1 -5.378 1.540 -1.154
C1 -10.491 2.583 -6.916
C2 -9.288 2.905 -6.302
C3 -0.148 -1.631 3.665
C4 -0.559 0.144 2.095
C5 3.582 1.790 5.075
C6 -1.731 -1.039 -2.990
C7 -2.744 -0.965 -2.027
C8 -5.208 -0.823 -0.512
C9 -4.666 1.056 6.520
C10 7.351 3.264 8.277
C11 9.999 3.112 7.460
C12 -11.331 1.640 -6.342
C13 -5.153 2.489 -0.046
C14 3.002 -1.510 -6.970
C15 -2.492 -5.956 -3.481
C16 5.987 1.998 3.704
C17 -3.273 0.317 -1.497
C18 8.323 4.007 8.933
C19 -2.334 -7.000 -2.359
C20 2.521 0.735 -6.253
C21 4.305 0.327 -7.811
C22 5.576 3.023 4.544
C23 -2.014 0.941 5.710
C24 5.195 0.869 3.546
C25 -1.018 0.158 -3.566
C26 -9.765 1.347 -4.539
C27 -2.022 -1.767 2.162
C28 -1.381 -2.307 -3.451
C29 -2.381 1.755 6.772
C30 -10.968 1.022 -5.153
C31 6.892 -0.766 -0.036
C32 5.623 0.032 0.194
C33 4.374 2.920 5.230
C34 3.550 1.212 -7.053
C35 -3.319 -2.143 -1.534
C36 -4.378 -2.051 -0.494
C37 -4.297 0.241 5.458
C38 2.246 -0.625 -6.214
C39 -7.846 1.369 -0.558
C40 -8.923 2.288 -5.113
C41 -2.919 -3.392 -1.983
C42 9.027 2.365 6.808
C43 4.377 -0.654 -0.404
C44 -1.262 -2.310 3.190
C45 -3.707 1.812 7.179
C46 -0.045 0.914 -2.618
C47 -1.668 -0.540 1.617
C48 -6.739 1.398 -1.584
C49 -2.971 0.179 5.051
C50 -1.945 -3.490 -2.972
C51 0.422 0.155 -1.382
C52 3.719 0.189 -1.495
C53 2.705 -0.571 -2.352
C54 0.204 -0.405 3.116
C55 4.032 -1.033 -7.768
C56 9.647 3.932 8.523
C57 7.703 2.442 7.215
C58 -4.707 0.302 -1.027
C59 3.992 0.767 4.232
C60 7.966 -2.746 0.699
C61 -1.481 -4.807 -3.547
C62 1.434 -0.975 -1.606
H1 3.375 -0.114 4.108
H2 -3.393 -4.265 -1.555
H3 -1.820 -7.880 -2.733
H4 9.301 1.723 5.981
H5 4.057 3.718 5.889
H6 3.199 -1.484 -2.701
H7 -2.254 -0.111 0.813
H8 4.520 0.529 -2.162
H9 -8.633 3.640 -6.752
H10 -7.511 1.138 0.451
H11 -1.749 0.859 -3.972
H12 -0.285 1.100 1.667
H13 2.646 1.707 5.613
H14 -0.981 0.897 5.391
H15 4.679 -1.617 -0.819
H16 1.442 -0.995 -5.590
H17 8.049 4.646 9.763
H18 3.287 1.097 -1.063
H19 8.847 -2.098 0.703
H20 7.030 -0.929 -1.116
H21 3.765 2.272 -7.084
H22 7.963 -3.329 1.620
H23 -0.442 -0.211 -4.417
H24 -0.531 -5.106 -3.101
H25 6.945 1.864 6.705
H26 -1.633 2.346 7.285
H27 6.317 3.325 8.593
H28 5.775 1.019 -0.248
H29 -1.275 -4.608 -4.602
H30 11.032 3.054 7.140
H31 2.789 -2.571 -6.936
H32 -5.701 1.101 6.834
H33 6.928 2.078 3.173
H34 5.106 0.699 -8.437
H35 -5.045 -0.350 4.944
H36 8.056 -3.441 -0.143
H37 -4.362 2.116 0.603
H38 -12.268 1.385 -6.821
H39 -9.475 0.866 -3.615
H40 6.196 3.902 4.669
H41 2.497 0.011 -3.251
H42 -6.043 2.616 0.567
H43 -2.685 -0.459 4.227
H44 -1.536 -3.266 3.617
H45 -7.983 2.532 -4.638
H46 7.768 -0.230 0.346
H47 -8.609 0.665 -0.879
H48 5.517 0.161 1.273
H49 -2.880 -2.303 1.778
H50 -4.821 3.447 -0.440
H51 -0.529 1.835 -2.300
H52 0.965 -1.832 -2.095
H53 -11.622 0.285 -4.705
H54 -10.774 3.067 -7.842
H55 10.405 4.512 9.033
H56 4.624 -1.722 -8.357
H57 -6.207 -0.918 -0.104
H58 0.448 -2.060 4.461
H59 5.514 0.069 2.890
H60 -2.393 -6.523 -4.409
H61 -8.314 2.356 -0.520
H62 -3.509 -5.564 -3.485
H63 0.887 0.886 -0.712
H64 0.811 1.223 -3.220
H65 1.736 -1.323 -0.614
H66 1.932 1.424 -5.660
H67 1.073 0.126 3.483
H68 -3.314 -7.335 -2.028
H69 -0.614 -2.375 -4.216
H70 -3.993 2.445 8.009
H71 -0.432 -0.235 -0.826
H72 3.679 -0.854 0.409



No. 8
Molecular formula: C3H11N2O
Method: DFT, ωB97M-V/def2-TZVPD

Summary:
- 2S+1: 2
- Relative energy (zero: lowest compared OMol25 entry of this formula, charge and spin): 177.1 kJ/mol
- HOMO (spin up / spin down): -3.100 / -8.326 eV
- Charge: 0

Atoms and positions in Å:
O1 2.292 -1.434 0.690
N1 -0.381 2.163 0.720
N2 -0.377 -1.436 -0.260
C1 -1.408 0.460 -1.472
C2 -0.064 0.813 0.601
C3 -0.584 0.009 -0.324
H1 -0.839 0.512 -2.404
H2 -1.039 -1.917 0.504
H3 -1.851 1.453 -1.365
H4 -0.471 -1.885 -1.177
H5 0.522 -1.702 0.198
H6 -2.280 -0.144 -1.740
H7 2.624 -0.898 1.402
H8 -1.249 2.477 0.340
H9 3.035 -1.784 0.199
H10 0.523 0.483 1.439
H11 0.265 2.713 1.246